(1)
20
Properties=species:S:1:pos:R:3:lowdin_charge:R:1 method="wB97M-V/def2-TZVPD" multiplicity=2 e_above_lowest_kcal_mol=41.3 charge=+1 homo_energy_ev="-14.07 / -14.05"
O 0.501 0.277 -4.007 -0.06
H 1.216 -0.777 2.156 0.12
H 0.728 0.090 -4.919 0.05
O -1.649 -1.833 2.193 -0.04
H -2.224 -1.068 2.150 0.09
H 1.349 2.605 -0.689 0.14
H -0.292 3.150 -0.665 0.11
H 1.816 0.550 0.423 0.12
H 0.433 2.843 0.877 0.12
H 0.656 -0.491 -3.442 0.03
H -0.330 0.897 -1.149 0.15
H -0.012 -2.708 1.434 0.13
N -0.016 1.112 -0.216 0.14
C 0.338 -0.514 1.593 -0.09
C 0.401 2.494 -0.151 0.00
C -0.520 -1.752 1.355 -0.26
H -0.873 -1.811 0.310 0.12
H 1.035 -0.639 -0.567 0.14
H -0.190 0.266 2.101 0.12
C 0.899 0.059 0.246 -0.11


(2)
69
Properties=species:S:1:pos:R:3:lowdin_charge:R:1 method="wB97M-V/def2-TZVPD" multiplicity=2 charge=+3 homo_energy_ev="-15.34 / -15.35"
H 5.197 -2.022 2.818 0.18
C 1.831 2.671 -3.785 -0.05
H 2.565 2.460 -4.550 0.12
H -0.879 -5.264 0.793 0.13
N -1.565 1.312 3.733 -0.06
C -0.878 -2.247 -2.750 -0.10
C -0.029 -1.327 -2.142 -0.34
C -1.490 -2.175 2.945 -0.25
H -2.075 -1.035 4.723 0.16
H 2.082 4.788 -3.881 0.12
C -3.971 0.576 -3.996 -0.05
N 2.405 -0.070 1.326 -0.03
C -1.674 -4.553 2.667 0.01
C 4.374 -0.100 2.951 -0.12
H 0.399 5.254 -2.132 0.12
C -0.092 3.189 -1.846 -0.12
Ge -0.723 0.328 -1.287 1.08
H 6.327 -0.804 2.739 0.19
H 4.609 0.885 2.542 0.14
C -5.060 0.827 -3.177 -0.05
H 2.772 -1.551 2.732 0.13
H -0.266 -2.972 0.025 0.10
H 2.918 -2.924 -2.633 0.11
C -0.359 -3.390 -3.336 -0.04
Au -0.241 0.136 1.204 0.68
C 1.569 3.972 -3.390 -0.05
H -6.033 0.975 -3.622 0.12
H -3.516 1.040 -0.178 0.08
C 2.914 -0.474 2.622 -0.26
H -2.359 -3.491 4.410 0.14
C -0.952 2.414 3.395 -1.06
C -0.717 -3.135 0.997 -0.09
C -1.892 -3.423 3.438 0.04
H 1.394 -4.568 -3.666 0.12
C 1.855 -2.734 -2.663 -0.06
C -2.702 0.521 -3.442 -0.11
C 0.195 1.890 -2.227 -0.31
C -2.556 0.653 -2.069 -0.32
H 1.308 0.609 -3.559 0.09
C 1.340 -1.582 -2.102 -0.16
S -1.564 3.756 4.308 1.06
H 4.488 -0.049 4.035 0.14
N -1.361 0.167 3.216 -0.08
H 2.583 0.913 1.148 0.06
H 0.494 4.990 4.340 0.06
C -4.906 0.968 -1.808 -0.06
S 0.292 2.494 2.227 0.65
H -1.946 -2.075 -2.762 0.11
C 1.122 1.619 -3.220 -0.11
C -1.679 -0.975 3.712 0.01
H 1.996 -0.850 -1.641 0.08
H -1.971 -5.525 3.034 0.14
H -1.015 -4.086 -3.836 0.12
C 1.001 -3.646 -3.268 -0.04
N 5.381 -1.082 2.436 0.20
H -0.406 5.253 2.818 0.04
H 2.781 -0.623 0.564 0.07
H -0.862 3.401 -1.117 0.10
H -1.843 0.372 -4.083 0.11
C -3.639 0.912 -1.246 -0.13
C -1.076 -4.408 1.420 0.02
C 0.617 4.236 -2.420 -0.06
H -0.957 6.014 4.334 0.06
H -5.762 1.142 -1.174 0.11
N -0.899 -2.059 1.742 0.03
H 2.290 0.019 3.370 0.11
H -4.095 0.463 -5.062 0.12
C -0.487 5.137 3.895 -0.34
H 5.398 -1.135 1.408 0.18


(3)
34
Properties=species:S:1:pos:R:3:lowdin_charge:R:1 method="wB97M-V/def2-TZVPD" multiplicity=3 charge=-2 homo_energy_ev="3.32 / 0.85"
C 1.811 -2.198 -2.803 -0.28
H 3.522 -1.245 -0.045 0.08
H -3.479 0.418 1.550 0.07
C -0.086 0.005 -3.374 -0.23
H -1.081 -0.455 -3.244 0.04
C -0.128 -0.187 0.314 -0.29
C -0.729 0.208 1.306 -0.13
H 0.204 -3.506 -1.876 0.07
C 1.665 -2.465 -0.486 -0.27
C 2.869 -1.443 -2.212 -0.21
N 1.604 1.188 -1.114 -0.29
H 2.090 2.081 -0.856 -0.09
C 2.796 -1.605 -0.781 -0.28
H 3.674 -0.928 -2.751 0.09
H -3.515 1.761 2.700 0.07
Pt 0.812 -0.609 -1.260 0.31
H -0.639 1.822 -2.306 0.04
C -2.906 1.272 1.922 -0.09
C -0.810 2.090 2.943 -0.09
H -2.250 -1.020 3.285 0.07
H -1.359 2.597 3.752 0.07
C -1.523 0.842 2.418 -0.65
H 1.632 -2.337 -3.877 0.05
H -0.756 -0.430 4.003 0.07
C -1.720 -0.115 3.595 -0.10
H 0.181 1.837 3.328 0.07
H 0.892 1.947 -3.371 0.03
H -2.813 1.981 1.094 0.08
H 1.366 -2.833 0.499 0.09
H -0.670 2.816 2.136 0.08
H -2.295 0.329 4.425 0.07
C 0.150 1.311 -2.873 -0.23
C 1.045 -2.814 -1.753 -0.25
H 0.443 -0.315 -4.286 0.03


Number 1: molecular weight 107.153 g/mol, maximum force 2.95 eV/Å. Number 2: molecular weight 772.310 g/mol, maximum force 4.30 eV/Å. Number 3: molecular weight 384.380 g/mol, maximum force 3.28 eV/Å.